Entry 1:
The following is a DFT calculation (ωB97M-V/def2-TZVPD) of a cluster of 11 separate species, C28H20Cl41IN4O2S in total at a distorted geometry.

Values from the calculation:
2S+1: 1
Charge: 0
Calculated total energy: -21011.96199 a.u.
Orbital gap: 0.291 hartree
Structure (SMILES): CCOc1nc2c(CC(=O)Cl)c(N=C=S)cc([C@@H](I)CC)c2nc1CCN.ClC(Cl)(Cl)Cl.ClC(Cl)(Cl)Cl.ClC(Cl)(Cl)Cl.ClC(Cl)(Cl)Cl.ClC(Cl)(Cl)Cl.ClC(Cl)(Cl)Cl.ClC(Cl)(Cl)Cl.ClC(Cl)(Cl)Cl.ClC(Cl)(Cl)Cl.ClC(Cl)(Cl)Cl
Max |F|: 4.27 eV Å⁻¹

```
97
Properties=species:S:1:pos:R:3:forces:R:3:lowdin_charge:R:1
C -0.907 5.876 0.308 -0.624 0.200 -0.324 -0.067
C -1.235 4.712 -0.704 -0.033 0.032 0.517 -0.219
O -0.013 4.218 -1.335 -0.323 -1.601 0.188 -0.104
C 0.015 2.810 -1.349 0.333 0.313 0.424 -0.226
N 0.804 2.220 -0.419 -2.697 -0.952 -3.167 0.221
C 0.685 0.836 -0.554 0.963 -2.678 0.909 -0.135
C 1.468 -0.014 0.427 0.289 -1.090 -0.013 -0.063
C 2.315 0.700 1.559 -1.386 0.753 -0.551 -0.133
C 1.235 1.223 2.610 -0.073 -1.419 0.341 -0.750
O 0.567 0.459 3.245 0.757 0.819 -0.676 0.009
Cl 0.929 2.986 2.869 0.868 -0.538 -0.364 0.583
C 1.465 -1.467 0.414 -1.491 1.994 -2.365 -0.190
N 2.217 -2.257 1.401 -2.376 0.478 0.931 0.083
C 1.433 -2.547 2.325 -0.188 -0.585 0.486 -0.727
S 0.376 -2.981 3.454 2.338 0.713 -1.968 0.701
C 0.644 -2.185 -0.612 -0.326 3.078 -0.244 0.023
C -0.136 -1.390 -1.574 0.807 -1.146 1.661 -0.269
C -1.009 -2.233 -2.585 1.364 0.559 0.086 -0.661
I -3.137 -2.009 -2.058 0.671 -0.050 -0.169 0.771
C -0.736 -1.931 -4.117 -1.658 -1.194 0.396 -0.303
C -1.334 -3.169 -4.934 0.037 0.674 0.093 -0.135
C -0.118 0.117 -1.557 0.197 -0.908 0.722 -0.217
N -0.904 0.783 -2.495 1.419 2.233 1.796 0.172
C -0.843 2.132 -2.378 -0.031 -0.741 -0.037 -0.132
C -1.733 2.968 -3.370 0.372 -1.121 -0.639 -0.107
C -0.917 4.041 -4.199 -0.453 1.674 1.045 -0.273
N 0.551 3.804 -4.236 -0.231 0.738 -0.562 -0.013
H -1.237 6.871 -0.107 0.363 -1.041 0.371 0.045
H 0.189 5.964 0.548 -1.151 -0.425 -0.201 0.093
H -1.522 5.690 1.238 0.913 0.310 -0.892 0.021
H -1.942 5.038 -1.526 0.690 -0.296 1.043 0.114
H -1.665 3.838 -0.130 0.186 1.139 -0.781 0.060
H 2.861 1.582 1.137 -0.397 -0.929 0.388 0.093
H 2.990 -0.029 2.091 -0.874 0.841 -0.646 0.088
H 0.630 -3.302 -0.597 -0.066 1.203 -0.173 0.100
H -0.800 -3.331 -2.424 -0.245 1.297 0.092 0.079
H 0.367 -1.825 -4.266 -1.191 -0.026 -0.064 0.042
H -1.325 -1.018 -4.405 1.004 -0.700 0.225 0.091
H -2.403 -3.367 -4.623 1.106 0.355 -0.352 0.035
H -0.770 -4.122 -4.751 -0.306 0.935 -0.255 0.075
H -1.331 -2.901 -6.023 0.040 -0.517 0.912 0.072
H -2.630 3.385 -2.831 1.058 -0.154 -0.508 0.112
H -2.158 2.232 -4.121 0.537 0.541 1.089 0.116
H -1.072 5.038 -3.673 -0.074 -1.007 -0.679 0.098
H -1.327 4.204 -5.241 0.331 -0.602 1.149 0.102
H 0.863 4.129 -5.164 -0.258 -0.628 1.035 -0.070
H 0.982 4.485 -3.596 -0.236 -0.650 -0.154 0.072
C -3.793 -2.862 5.057 -0.049 -0.085 -0.040 -2.000
Cl -4.379 -2.144 3.547 0.101 -0.072 0.189 0.533
Cl -4.106 -1.745 6.403 0.103 -0.071 -0.206 0.505
Cl -4.634 -4.395 5.348 0.290 0.155 -0.286 0.503
Cl -2.048 -3.159 4.931 -0.808 0.049 0.368 0.459
C 3.805 -0.500 -3.881 0.002 0.046 -0.022 -1.999
Cl 3.983 1.254 -4.066 -0.039 -0.195 0.032 0.521
Cl 2.251 -0.857 -3.105 0.878 0.180 -0.162 0.670
Cl 3.860 -1.273 -5.478 -0.005 0.072 0.155 0.522
Cl 5.125 -1.127 -2.875 -0.145 0.057 -0.098 0.523
C -7.205 -4.648 8.992 -0.012 0.082 -0.016 -2.031
Cl -6.344 -3.547 7.903 -0.329 -0.163 0.464 0.471
Cl -8.514 -5.453 8.106 0.137 0.077 0.094 0.517
Cl -6.076 -5.867 9.614 -0.118 0.129 -0.073 0.518
Cl -7.887 -3.729 10.347 0.062 -0.112 -0.128 0.516
C 2.643 -6.396 2.137 0.045 -0.136 0.005 -1.987
Cl 1.956 -7.120 3.601 0.039 0.111 -0.194 0.536
Cl 3.425 -7.654 1.166 -0.127 0.177 0.215 0.484
Cl 1.345 -5.624 1.198 0.301 0.133 0.139 0.494
Cl 3.846 -5.173 2.589 -0.141 -0.103 -0.054 0.534
C -3.348 3.588 3.354 -0.033 -0.128 0.037 -2.006
Cl -2.198 2.946 2.167 -0.429 -0.006 0.255 0.544
Cl -4.999 3.153 2.873 0.164 0.064 0.054 0.525
Cl -2.995 2.899 4.948 -0.024 0.078 -0.216 0.533
Cl -3.199 5.354 3.428 -0.036 -0.148 -0.004 0.520
C 0.179 -10.005 0.111 -0.063 0.037 -0.053 -2.023
Cl 1.319 -10.688 -1.064 -0.097 0.067 0.124 0.516
Cl -1.479 -10.418 -0.365 0.180 0.020 0.049 0.521
Cl 0.517 -10.674 1.718 -0.018 0.094 -0.175 0.518
Cl 0.363 -8.243 0.157 -0.331 -0.614 -0.107 0.474
C -2.741 9.963 1.462 0.012 0.017 -0.006 -2.039
Cl -1.054 9.644 1.017 -0.179 0.056 0.061 0.525
Cl -3.135 9.086 2.951 0.040 0.085 -0.146 0.508
Cl -2.964 11.702 1.724 0.021 -0.212 -0.029 0.522
Cl -3.810 9.420 0.156 0.123 0.039 0.140 0.515
C 7.233 -7.634 -0.735 0.035 0.054 0.056 -2.035
Cl 8.089 -6.535 -1.832 -0.101 -0.130 0.106 0.519
Cl 5.934 -8.459 -1.618 0.111 0.080 0.095 0.510
Cl 8.369 -8.836 -0.097 -0.131 0.124 -0.079 0.520
Cl 6.537 -6.708 0.606 0.281 -0.054 -0.209 0.488
C 4.819 2.359 4.867 -0.025 0.043 0.104 -2.022
Cl 5.003 4.114 4.697 -0.028 -0.213 -0.001 0.523
Cl 3.273 1.999 5.654 0.189 0.014 -0.115 0.532
Cl 4.854 1.604 3.262 0.145 0.162 0.271 0.566
Cl 6.148 1.717 5.850 -0.140 0.066 -0.122 0.522
C 0.328 6.124 -7.742 -0.068 0.105 -0.074 -2.016
Cl 1.237 7.205 -8.812 -0.101 -0.151 0.147 0.531
Cl -0.964 5.331 -8.660 0.160 0.075 0.136 0.527
Cl 1.421 4.895 -7.077 0.112 0.283 -0.676 0.586
Cl -0.380 7.063 -6.415 0.088 -0.123 -0.122 0.534
```
Positions in Å, forces in eV/Å.


Entry 2:
The following is a DFT calculation (ωB97M-V/def2-TZVPD) of a structure of composition C28H20CuN7S at a distorted geometry.

Values from the calculation:
2S+1: 2
Charge: -1
Calculated total energy: -3501.04613 a.u.
Orbital gap (alpha / beta): 0.180 / 0.174 hartree
Energy above the lowest of the compared OMol25 structures with the same formula, charge and spin: 15.05 kcal per mole
Max |F|: 1.28 eV Å⁻¹

```
57
Properties=species:S:1:pos:R:3:forces:R:3:mulliken_spin:R:1
Cu 0.782 0.260 -0.712 1.004 -0.511 -0.610 0.518
C 4.075 2.845 0.483 -0.015 0.069 0.124 -0.003
C 3.839 3.054 1.840 0.055 -0.048 -0.136 0.000
C 2.596 2.770 2.353 -0.216 -0.059 0.061 0.004
C 1.581 2.273 1.506 0.693 0.221 -0.443 0.004
N 1.841 2.032 0.204 0.045 0.153 0.699 -0.006
C 3.050 2.316 -0.278 0.106 0.095 -0.077 -0.003
N 0.346 2.082 2.085 -0.602 -0.209 0.246 -0.001
C -0.668 1.636 1.411 0.534 0.247 0.025 0.008
N -0.700 1.204 0.126 -0.648 0.108 0.471 0.028
C -1.990 1.041 -0.260 0.052 0.028 -0.586 0.007
N -2.452 0.824 -1.452 -0.326 -0.085 0.594 -0.001
C -1.638 0.826 -2.563 0.526 0.146 -0.651 0.004
C -2.273 0.582 -3.800 -0.098 -0.005 0.209 0.003
C -1.546 0.633 -4.966 0.153 -0.004 -0.009 0.000
C -0.186 0.929 -4.903 -0.138 0.013 -0.033 -0.003
C 0.378 1.115 -3.655 0.070 0.078 -0.124 -0.004
N -0.311 1.064 -2.516 -0.667 -0.167 -0.200 -0.005
C -2.876 1.246 0.908 -0.004 0.095 0.554 0.005
C -4.240 1.135 1.084 0.006 -0.036 -0.189 0.000
C -4.759 1.393 2.349 -0.002 -0.006 0.069 0.000
C -3.927 1.767 3.401 -0.060 -0.032 -0.006 0.000
C -2.555 1.893 3.215 0.183 0.044 0.033 0.000
C -2.041 1.621 1.963 -0.528 -0.145 -0.114 0.004
H 5.036 3.059 0.036 -0.008 -0.027 -0.023 0.000
H 4.629 3.425 2.483 -0.022 0.021 0.024 0.000
H 2.365 2.902 3.401 -0.040 0.036 -0.023 0.000
H 3.199 2.070 -1.323 -0.018 -0.141 0.014 0.008
H -3.328 0.343 -3.794 -0.003 0.053 0.025 0.000
H -2.021 0.436 -5.920 -0.034 0.015 0.008 0.000
H 0.423 0.984 -5.794 0.027 -0.011 0.021 0.000
H 1.443 1.280 -3.543 0.028 -0.121 0.072 0.008
H -4.876 0.845 0.258 0.007 0.011 -0.002 0.000
H -5.824 1.293 2.523 0.001 0.017 -0.010 0.000
H -4.357 1.952 4.378 0.003 0.018 -0.006 0.000
H -1.897 2.184 4.024 0.000 0.008 -0.010 0.000
C -1.100 -3.551 -2.419 -0.015 -0.209 0.135 -0.002
C -0.884 -4.518 -1.447 -0.033 0.136 -0.145 0.005
C -0.228 -4.149 -0.293 0.092 0.041 0.241 -0.001
C 0.173 -2.822 -0.108 -0.371 -0.083 -0.651 0.005
N -0.096 -1.885 -1.025 -0.175 -0.287 0.339 0.011
C -0.685 -2.260 -2.155 -0.058 0.120 -0.087 -0.001
C 1.053 -2.426 1.005 0.514 0.315 0.467 0.005
C 1.532 -3.358 1.931 -0.216 -0.103 -0.139 -0.001
C 2.505 -2.994 2.837 0.089 0.197 0.002 0.004
C 3.011 -1.703 2.777 -0.068 -0.236 0.075 -0.002
C 2.477 -0.839 1.840 0.032 0.162 0.022 -0.001
N 1.504 -1.165 0.997 -0.270 -0.330 0.220 0.012
H -1.582 -3.797 -3.356 0.024 0.071 -0.026 0.000
H -1.200 -5.542 -1.600 0.005 -0.008 0.016 0.000
H -0.011 -4.895 0.458 -0.012 -0.010 -0.025 0.001
H -0.813 -1.492 -2.903 -0.013 0.094 -0.019 0.000
H 1.155 -4.370 1.932 0.024 0.005 0.019 0.001
H 2.882 -3.707 3.559 -0.013 -0.018 -0.005 0.000
H 3.798 -1.378 3.444 0.008 0.064 -0.047 0.000
H 2.868 0.163 1.750 -0.018 0.092 -0.025 0.000
S 2.522 -0.627 -1.772 0.408 0.114 -0.364 0.387
```
Positions in Å, forces in eV/Å.


Entry 3:
The following is a DFT calculation (ωB97M-V/def2-TZVPD) of a structure of composition C28H20F10HgN7S2SeSi.

Values from the calculation:
2S+1: 2
Charge: -2
Calculated total energy: -6101.64614 a.u.
Orbital gap (alpha / beta): 0.215 / 0.200 hartree
Energy above the lowest of the compared OMol25 structures with the same formula, charge and spin: 27.90 kcal per mole
Max |F|: 0.56 eV Å⁻¹

```
70
Properties=species:S:1:pos:R:3:forces:R:3:mulliken_spin:R:1
Hg 0.281 -0.812 0.350 0.345 0.296 -0.313 -0.008
N 0.712 -3.542 3.512 -0.076 0.140 0.195 0.000
C -0.347 -2.775 3.813 0.181 0.011 0.048 -0.002
N -0.588 -2.468 5.095 -0.020 -0.031 -0.009 0.000
C -1.690 -1.753 5.279 0.050 0.155 -0.006 0.001
N -1.990 -1.402 6.573 -0.005 -0.105 -0.030 0.000
N -2.548 -1.350 4.335 -0.132 -0.022 0.010 0.000
C -2.180 -1.700 3.101 -0.001 0.273 0.005 0.000
N -1.112 -2.384 2.780 0.077 -0.268 -0.136 -0.001
C -3.061 -1.296 1.960 -0.184 -0.011 -0.043 0.000
C -4.403 -1.008 2.187 0.044 -0.022 0.075 0.000
C -5.226 -0.776 1.099 0.013 -0.002 0.018 0.000
C -4.679 -0.824 -0.172 -0.029 0.019 0.006 0.000
C -3.318 -1.066 -0.296 0.097 0.164 -0.074 0.000
N -2.523 -1.294 0.742 -0.057 -0.204 0.162 0.000
H 1.460 -3.587 4.180 -0.026 -0.044 0.073 0.000
H 0.916 -3.638 2.519 0.029 0.004 -0.152 0.000
H -1.205 -1.422 7.201 0.004 0.010 -0.011 0.000
H -2.616 -0.622 6.661 -0.003 0.049 -0.029 0.000
H -4.766 -0.990 3.205 -0.026 0.007 -0.002 0.000
H -6.279 -0.564 1.239 -0.004 0.000 0.020 0.000
H -5.286 -0.657 -1.053 0.050 0.004 0.023 0.000
H -2.826 -1.043 -1.265 -0.002 -0.048 0.064 0.000
F 6.494 -4.894 -0.385 0.194 -0.042 -0.019 0.000
C 5.199 -4.574 -0.247 -0.051 0.010 -0.006 0.000
C 4.736 -3.330 -0.623 0.020 -0.012 0.009 0.001
F 5.597 -2.449 -1.137 0.084 0.140 -0.074 0.000
C 3.399 -3.014 -0.484 -0.162 -0.177 0.069 -0.002
F 3.013 -1.814 -0.893 -0.082 0.274 -0.084 -0.002
C 2.455 -3.909 0.038 0.336 0.010 -0.079 0.001
S 0.768 -3.550 0.226 -0.278 0.143 -0.081 -0.001
C 2.972 -5.159 0.394 -0.060 0.195 -0.028 0.000
F 2.161 -6.103 0.892 -0.108 -0.141 0.089 0.000
C 4.305 -5.490 0.261 -0.006 -0.074 0.013 0.000
F 4.743 -6.710 0.619 0.023 -0.118 0.049 0.000
C -1.993 3.117 -5.481 -0.036 0.152 -0.086 0.000
Si -0.720 2.180 -4.444 0.001 0.234 0.006 0.000
C 0.900 3.119 -4.450 0.103 -0.010 -0.026 0.000
C -0.510 0.527 -5.290 -0.018 -0.194 0.065 0.000
C -1.337 2.256 -2.668 0.046 -0.315 0.058 0.001
C -1.904 3.456 -2.243 -0.013 -0.068 -0.190 0.002
C -2.260 3.663 -0.920 0.042 0.067 0.053 -0.001
C -2.020 2.633 -0.031 0.075 -0.139 -0.066 -0.004
N -1.493 1.470 -0.396 0.013 -0.132 -0.117 -0.006
C -1.135 1.262 -1.674 -0.164 0.327 0.205 0.004
S -0.397 -0.292 -2.049 0.071 0.092 0.327 0.000
H -1.701 3.141 -6.539 -0.013 -0.015 0.141 0.000
H -2.112 4.154 -5.146 -0.009 -0.118 -0.085 0.000
H -2.972 2.630 -5.413 0.076 0.042 -0.008 0.000
H 1.322 3.259 -5.452 -0.052 -0.036 0.077 0.000
H 1.630 2.579 -3.837 -0.046 0.069 -0.046 0.000
H 0.759 4.103 -3.990 0.035 -0.063 -0.040 0.000
H -0.320 0.680 -6.360 -0.039 0.046 0.108 0.000
H -1.406 -0.091 -5.179 0.074 0.027 -0.026 0.000
H 0.322 -0.030 -4.856 -0.054 0.020 -0.044 0.000
H -2.053 4.259 -2.963 -0.001 -0.060 0.089 0.000
H -2.666 4.608 -0.582 -0.017 -0.014 -0.001 0.000
H -2.235 2.742 1.030 0.014 -0.026 -0.073 0.009
F 3.692 4.708 0.680 -0.080 0.064 0.003 -0.006
C 3.250 3.408 0.807 0.192 -0.277 -0.168 -0.065
C 1.789 3.136 0.921 -0.044 0.269 -0.120 -0.060
F 1.033 3.017 -0.205 -0.065 -0.064 0.053 0.006
C 1.250 3.291 2.269 0.252 0.021 -0.092 0.749
F 1.730 4.297 3.088 -0.113 -0.028 0.037 0.019
C 2.046 2.064 2.030 -0.306 -0.025 0.155 -0.095
Se 1.374 0.290 2.374 -0.225 -0.498 0.115 0.021
C 3.523 2.368 1.913 0.033 -0.217 -0.381 -0.048
F 4.275 2.499 3.051 -0.046 0.044 0.090 -0.003
C 4.100 2.240 0.577 0.145 0.258 0.230 0.513
F 3.670 1.230 -0.281 -0.070 -0.019 0.001 -0.022
```
Positions in Å, forces in eV/Å.